(1)
Below is a cluster of 11 separate species, C29H71F5O15S10 in total, with properties calculated with ωB97M-V/def2-TZVPD.

**HOMO-LUMO gap**: 8.72 eV
**E_HOMO**: -8.144 eV
**Lowest unoccupied orbital energy**: 0.57 eV
**F_max**: 0.9 eV/Å
**Electronic energy**: -6757.0909 Eh

Geometry as XYZ:
```
130
Properties=species:S:1:pos:R:3:forces:R:3:mulliken_charge:R:1
C 1.1910 -2.6078 2.0604 -0.140 -0.133 0.477 -0.82
C 1.8735 -1.3038 1.8153 -0.419 -0.164 0.371 0.73
O 3.0349 -1.2059 1.5519 0.726 0.231 -0.445 -0.56
O 1.0595 -0.2212 1.9233 -0.438 -0.180 -0.499 -0.26
C 1.4184 0.8915 1.1087 0.306 0.179 0.237 -0.27
O 0.6697 2.0069 1.5100 0.232 -0.016 -0.132 -0.40
C -0.5703 2.1450 0.9625 0.085 -0.612 -0.052 0.58
O -0.8357 2.9976 0.1777 -0.212 0.552 -0.068 -0.54
O -1.3850 1.1991 1.4156 -0.068 0.175 0.420 -0.09
C -2.8021 1.4423 1.3008 -0.171 -0.051 -0.079 -0.76
C -3.5641 0.1269 1.4714 -0.090 0.110 -0.183 -0.40
C -2.7987 -1.1447 1.0983 -0.108 -0.150 0.081 -0.97
C -2.7792 -1.4692 -0.3935 0.028 -0.222 0.123 1.17
F -3.4291 -0.5522 -1.1534 0.101 0.057 0.031 -0.34
F -3.3962 -2.6710 -0.6222 -0.046 0.127 -0.036 -0.25
C -1.3712 -1.6408 -0.9987 -0.143 0.133 0.023 0.41
F -0.7451 -2.6613 -0.4133 0.030 -0.164 0.044 -0.26
F -1.4337 -1.8790 -2.3036 -0.030 -0.080 -0.223 -0.29
F -0.6270 -0.5441 -0.8176 -0.001 0.156 -0.001 -0.25
H 1.8850 -3.2707 2.5760 -0.081 -0.013 -0.156 0.39
H 0.2757 -2.5018 2.6451 0.046 0.102 -0.124 0.35
H 0.9478 -3.0741 1.1024 0.114 0.094 0.155 0.08
H 1.2288 0.6540 0.0556 -0.011 -0.036 0.172 0.36
H 2.4689 1.1445 1.2517 -0.141 -0.025 0.067 0.34
H -3.0675 2.1350 2.1052 -0.009 -0.011 -0.158 0.39
H -3.0283 1.9210 0.3470 0.230 -0.095 0.003 0.36
H -4.4493 0.1916 0.8327 -0.010 -0.041 0.246 0.26
H -3.9520 0.0091 2.4846 0.246 0.023 -0.127 0.49
H -1.7732 -1.1323 1.4749 -0.088 0.101 -0.019 0.06
H -3.3056 -1.9862 1.5794 0.034 0.101 -0.102 0.52
C 4.4738 -5.6582 0.0481 0.021 0.012 -0.030 -0.73
S 3.5277 -6.4074 1.3779 0.064 0.039 -0.054 0.37
O 2.4762 -5.4226 1.7541 -0.037 -0.027 0.028 -0.54
C 4.8152 -6.2758 2.6228 0.048 -0.008 0.043 -0.92
H 3.8217 -5.6000 -0.8211 -0.013 -0.011 0.009 0.33
H 4.7926 -4.6588 0.3440 0.005 -0.011 0.015 0.10
H 5.3362 -6.2840 -0.1808 0.001 0.011 -0.010 0.38
H 5.1035 -5.2304 2.7303 -0.018 0.006 -0.020 0.27
H 5.6692 -6.8843 2.3257 -0.001 0.000 0.005 0.37
H 4.4039 -6.6494 3.5584 -0.014 -0.002 -0.008 0.33
C -3.9651 -5.4472 -1.9885 0.040 0.042 -0.018 -0.75
S -4.7404 -7.0579 -1.8359 0.008 -0.003 0.019 0.47
O -4.0684 -7.9597 -2.8105 0.007 -0.009 -0.027 -0.64
C -6.3011 -6.5737 -2.5752 -0.117 -0.023 -0.040 -0.51
H -2.9440 -5.5333 -1.6222 -0.008 -0.023 0.010 0.34
H -3.9653 -5.1468 -3.0362 -0.022 -0.020 -0.005 0.30
H -4.5100 -4.7239 -1.3844 -0.005 -0.007 0.005 0.23
H -6.1217 -6.1843 -3.5759 -0.001 0.047 0.019 -0.07
H -6.7793 -5.8125 -1.9586 0.018 0.009 0.002 0.31
H -6.9353 -7.4573 -2.6221 0.046 -0.030 0.030 0.37
C 7.7248 0.0616 -0.6210 0.026 0.074 -0.074 -0.85
S 6.8158 -1.2963 0.1146 0.009 0.007 0.060 0.53
O 7.2845 -2.5468 -0.5516 -0.027 -0.046 -0.027 -0.66
C 5.2328 -0.8936 -0.6240 -0.045 -0.019 -0.109 -0.73
H 8.7640 -0.0298 -0.3132 -0.010 -0.012 0.028 0.33
H 7.6456 -0.0051 -1.7068 -0.011 -0.043 0.007 0.35
H 7.3299 1.0060 -0.2475 0.044 -0.007 0.062 0.23
H 5.3355 -0.8849 -1.7098 0.058 -0.003 0.010 0.46
H 4.8911 0.0714 -0.2522 -0.001 -0.013 0.034 0.27
H 4.5314 -1.6632 -0.3139 -0.018 0.027 0.022 0.08
C -8.2852 -1.5238 1.8748 0.011 -0.067 -0.190 -1.01
S -7.1838 -1.5520 3.2871 -0.049 0.065 0.100 0.53
O -5.8058 -1.3296 2.7537 0.003 -0.108 -0.030 -0.58
C -7.3265 -3.3125 3.5975 0.030 -0.096 -0.070 -0.98
H -8.3090 -0.5068 1.4939 -0.018 0.025 0.066 0.31
H -7.9145 -2.2118 1.1135 0.041 -0.019 0.045 0.37
H -9.2853 -1.8084 2.2015 -0.005 0.034 0.016 0.35
H -7.0215 -3.8556 2.7021 0.007 0.031 -0.011 0.41
H -8.3543 -3.5451 3.8716 0.013 0.005 0.056 0.38
H -6.6698 -3.5505 4.4293 -0.007 0.018 0.011 0.19
C 8.4484 4.6460 -0.0234 -0.050 0.044 -0.045 -0.74
S 8.9966 3.8352 1.4734 0.039 -0.004 0.013 0.43
O 8.2892 2.5260 1.5549 -0.058 -0.031 -0.044 -0.57
C 8.1530 4.9440 2.6065 -0.009 0.052 0.041 -0.94
H 8.8348 4.0769 -0.8672 0.020 -0.020 0.024 0.32
H 7.3577 4.6514 -0.0485 0.001 -0.042 0.030 0.32
H 8.8417 5.6630 -0.0610 0.007 -0.046 -0.042 0.26
H 7.0844 4.9292 2.3928 0.004 -0.021 -0.013 0.29
H 8.5588 5.9490 2.4910 0.001 -0.002 0.000 0.36
H 8.3358 4.5827 3.6163 0.005 -0.013 -0.008 0.32
C -6.8412 -2.0538 9.0013 0.006 0.022 0.062 -0.97
S -6.7100 -3.0038 7.4841 0.063 0.012 -0.026 0.56
O -7.8826 -2.6373 6.6472 -0.074 -0.032 0.012 -0.58
C -7.0769 -4.6010 8.2200 -0.013 -0.037 0.052 -0.94
H -6.6871 -1.0084 8.7431 0.000 -0.005 -0.018 0.32
H -7.8353 -2.1915 9.4261 -0.008 -0.005 -0.025 0.30
H -6.0704 -2.3789 9.6999 0.006 0.010 -0.004 0.37
H -8.0538 -4.5599 8.7015 -0.005 0.018 -0.017 0.30
H -6.2990 -4.8558 8.9396 0.005 -0.007 -0.010 0.37
H -7.0882 -5.3349 7.4168 0.003 0.013 -0.010 0.30
C 9.5339 10.1292 -1.3403 0.029 0.056 0.013 -0.98
S 8.6457 8.5960 -1.6211 -0.023 0.011 0.008 0.49
O 9.4614 7.5126 -0.9989 0.033 0.054 0.019 -0.65
C 8.9531 8.5163 -3.3828 -0.005 -0.027 -0.100 -0.76
H 9.5033 10.3341 -0.2722 -0.008 -0.015 0.001 0.33
H 10.5650 10.0118 -1.6722 -0.008 -0.022 -0.010 0.30
H 9.0428 10.9342 -1.8864 0.000 0.002 0.004 0.38
H 10.0264 8.5226 -3.5638 0.001 0.029 0.018 0.09
H 8.4852 9.3689 -3.8738 0.013 0.004 -0.003 0.38
H 8.5139 7.5913 -3.7522 -0.016 -0.007 0.042 0.38
C -7.8566 -4.7995 -7.3553 -0.041 0.033 -0.040 -0.98
S -6.3601 -4.9685 -6.3767 0.043 -0.086 -0.026 0.53
O -6.6190 -4.2955 -5.0756 -0.015 0.031 0.019 -0.60
C -5.3599 -3.8422 -7.3530 0.018 0.045 -0.040 -0.95
H -8.6280 -5.3985 -6.8761 0.012 -0.004 0.012 0.31
H -8.1568 -3.7521 -7.3771 0.010 0.001 0.023 0.31
H -7.6732 -5.1724 -8.3628 -0.004 -0.011 0.005 0.37
H -5.8371 -2.8627 -7.3740 -0.007 -0.005 0.025 0.31
H -5.2457 -4.2416 -8.3606 0.012 -0.006 0.005 0.36
H -4.3865 -3.7725 -6.8722 -0.006 -0.010 0.012 0.32
C 11.3641 8.2091 -7.6253 0.004 0.011 -0.062 -0.95
S 11.8232 8.5002 -5.9145 -0.007 -0.093 0.033 0.55
O 11.2523 9.8195 -5.5308 -0.005 0.029 0.004 -0.60
C 13.5736 8.7535 -6.2190 0.050 0.026 -0.027 -0.96
H 10.2854 8.0706 -7.6545 0.000 0.003 0.017 0.30
H 11.6452 9.0741 -8.2256 -0.003 0.012 0.019 0.32
H 11.8608 7.3080 -7.9843 -0.009 -0.005 0.004 0.36
H 13.7009 9.5795 -6.9184 -0.017 0.008 0.009 0.31
H 14.0071 7.8361 -6.6165 0.000 -0.003 0.011 0.37
H 14.0381 8.9969 -5.2660 -0.015 -0.001 0.007 0.31
C -12.1585 0.4634 2.0405 -0.055 -0.031 0.008 -0.94
S -10.9607 1.7997 1.9517 0.009 0.037 -0.009 0.44
O -9.6613 1.2336 2.3995 -0.006 0.008 -0.003 -0.52
C -11.6128 2.7367 3.3376 -0.049 0.029 0.038 -0.97
H -11.8926 -0.2632 1.2753 0.012 0.012 -0.005 0.30
H -12.1103 0.0025 3.0270 0.025 0.011 0.002 0.29
H -13.1561 0.8555 1.8427 0.001 -0.006 -0.008 0.40
H -11.6025 2.1115 4.2301 0.022 -0.015 -0.012 0.30
H -12.6243 3.0704 3.1062 0.005 0.009 0.000 0.38
H -10.9642 3.5984 3.4796 0.011 -0.007 -0.012 0.31
```
Positions in Å, forces in eV/Å.

(2)
Below is a structure of composition C41H45N6OOsS2 at a distorted geometry, with properties calculated with ωB97M-V/def2-TZVPD.

**Spin multiplicity**: 5
**HOMO-LUMO gap (spin up / spin down)**: 5.56 / 3.39 eV
**Total charge**: +3
**E_HOMO (spin up / spin down)**: -14.328 / -14.917 eV
**Lowest unoccupied orbital energy (spin up / spin down)**: -8.76 / -11.52 eV
**F_max**: 5.5 eV/Å
**Expectation value of S²**: 6.11
**Electronic energy**: -2879.0786 Eh

Geometry as XYZ:
```
96
Properties=species:S:1:pos:R:3:forces:R:3:mulliken_charge:R:1
Os -4.1770 -10.9804 14.9200 -0.972 -1.204 2.419 -0.22
N -6.7730 -9.3838 18.1474 -0.784 1.913 0.114 -0.41
C -6.0951 -10.0985 17.2519 0.319 -2.189 -0.448 0.60
S -5.7643 -9.5814 15.6155 -0.970 2.702 -0.556 -0.62
N -5.7422 -11.3452 17.5296 -0.849 0.142 0.525 -1.04
N -5.1752 -11.9942 16.5037 2.862 -1.686 -1.345 1.43
C -5.0461 -13.3645 16.4815 -0.581 2.730 0.767 0.66
C -5.9346 -14.1581 17.3117 -0.774 -1.250 2.008 0.05
C -6.2386 -13.8642 18.7052 0.399 0.751 -1.378 -0.10
C -7.2792 -14.4690 19.3470 -0.192 -2.041 -1.056 -0.88
C -7.9933 -15.5333 18.7335 0.663 0.526 -0.565 -0.45
C -7.6534 -15.9487 17.4405 0.515 0.662 -0.119 -0.87
C -6.6191 -15.2560 16.7520 -0.578 0.274 0.832 -0.50
C -4.1181 -13.8968 15.4813 -0.185 1.444 -1.436 0.14
C -3.7908 -15.2392 15.3755 0.405 0.180 -0.530 -0.91
C -3.1837 -15.6846 14.2079 0.030 1.216 -0.306 -0.76
C -2.8595 -14.7668 13.1634 -0.417 -2.346 0.323 -1.20
C -3.0367 -13.4437 13.3946 -0.113 1.736 0.075 0.13
N -3.6691 -12.9765 14.5094 -0.217 -1.685 0.076 0.66
H -7.2611 -8.4740 17.9002 1.252 -1.750 0.429 0.26
H -6.8217 -9.6938 19.1271 -0.072 0.051 -0.919 0.26
H -5.7040 -13.1056 19.2626 0.187 -0.070 -0.350 0.47
H -7.4713 -14.3157 20.3767 -0.144 0.557 0.781 0.46
H -8.7682 -16.0018 19.3174 -0.166 -0.255 -0.130 0.46
H -8.1570 -16.7732 16.9082 0.257 0.469 0.562 0.46
H -6.4088 -15.5227 15.7392 0.013 -0.203 -0.512 0.48
H -4.0258 -15.9544 16.1473 -0.175 0.128 0.160 0.82
H -3.0053 -16.7392 14.1665 0.221 -0.375 -0.543 0.53
H -2.6006 -15.1408 12.1646 0.401 0.269 0.636 0.49
H -2.6718 -12.6884 12.6416 -0.640 -0.764 1.044 0.34
C -2.6289 -8.3348 17.3583 -0.985 1.382 1.593 -0.98
C -2.0016 -9.6314 17.6853 0.032 -1.484 1.080 1.20
C -1.6357 -9.9236 19.0353 -0.053 0.199 -1.870 -0.96
C -0.9073 -11.0591 19.3242 -0.160 0.039 1.542 -0.77
C -0.6798 -11.9671 18.3510 0.274 -1.001 -2.466 -0.89
C -0.9216 -11.7074 16.9720 -0.769 -0.250 0.555 1.29
C -0.3155 -12.5875 15.8958 0.169 -0.593 0.360 -1.46
C -1.7727 -10.6272 16.6750 2.170 0.700 2.112 -0.38
N -2.2090 -10.4144 15.3697 1.579 2.658 -2.151 0.22
C -1.4652 -9.7892 14.4179 -1.105 -3.560 1.406 1.35
C -0.0424 -9.4793 14.5270 0.734 1.884 0.539 -1.85
C -2.1302 -9.7550 13.1570 -5.454 0.783 -0.327 0.06
C -1.5578 -9.2792 11.8888 1.494 -0.967 -0.048 -1.71
N -3.5061 -9.9434 13.3156 2.355 0.317 -0.479 1.24
C -4.5171 -9.2424 12.5070 0.702 0.402 -1.689 -0.24
C -5.2423 -9.9297 11.4919 0.905 0.544 0.441 0.67
C -5.2177 -11.4178 11.6138 -1.023 -1.368 -0.742 -0.54
C -5.8843 -9.2219 10.4482 0.759 0.064 1.995 -0.89
C -5.9490 -7.8195 10.5202 -0.755 -0.255 0.016 -0.91
C -5.3868 -7.1663 11.6250 0.654 -0.581 -0.285 -1.24
C -4.5878 -7.8436 12.6033 -1.074 0.525 -0.394 1.12
C -3.9992 -6.9839 13.7068 0.031 0.201 0.456 -0.73
H -1.9968 -7.4404 17.6596 -0.791 -1.177 0.078 0.45
H -3.6515 -8.2866 17.8759 1.366 0.338 -0.708 0.25
H -2.7686 -8.1964 16.3167 -0.388 -0.006 -1.058 -0.27
H -1.9779 -9.3256 19.8515 0.129 0.848 0.133 0.54
H -0.4975 -11.2839 20.3310 -0.826 0.265 -0.593 0.40
H -0.4129 -12.9762 18.6074 0.965 -0.125 0.074 0.44
H -0.3795 -13.6403 16.2435 -0.370 0.361 -0.607 0.48
H 0.7940 -12.4689 15.8624 -0.783 0.405 -0.168 0.36
H -0.7624 -12.4183 14.8795 0.475 -0.428 0.985 0.05
H 0.2479 -8.5982 13.8892 -0.377 -0.964 0.354 0.55
H 0.5909 -10.3362 14.2419 -0.202 0.267 0.328 0.32
H 0.1205 -9.1227 15.5614 0.427 -0.604 -0.331 0.35
H -0.4979 -9.6722 11.8302 -0.947 0.742 0.105 0.53
H -1.5527 -8.1933 11.9054 0.110 0.207 -0.517 0.30
H -2.0503 -9.7292 11.0213 -0.288 0.536 0.199 0.31
H -4.2765 -11.9112 11.3082 -0.325 0.399 0.046 0.16
H -6.0231 -11.8355 10.9615 0.659 0.125 0.411 0.49
H -5.4612 -11.7842 12.6433 0.159 0.417 -0.649 -0.19
H -6.3151 -9.7966 9.6568 -0.354 -0.086 -0.395 0.57
H -6.5796 -7.2805 9.7602 1.065 -0.402 0.869 0.36
H -5.4475 -6.0776 11.6518 -0.065 -0.306 0.243 0.45
H -4.3903 -5.9676 13.5284 0.499 -0.334 0.231 0.53
H -2.8932 -6.9533 13.6812 -0.428 0.073 -0.025 0.21
H -4.2973 -7.2424 14.7629 0.165 -0.124 -1.176 0.02
C -11.7166 -12.0224 8.8151 -0.071 -1.456 -0.934 -1.24
C -11.0891 -12.3421 10.0879 0.596 0.176 2.761 0.73
C -10.1090 -13.3539 10.2955 0.620 -0.520 0.260 -0.64
C -9.5251 -13.5654 11.5485 0.838 -1.665 -1.404 -0.31
C -10.0049 -12.8708 12.6611 0.516 -0.156 0.508 0.53
C -10.9268 -11.8531 12.5506 -1.524 1.073 -1.535 -0.64
C -11.4335 -11.5796 11.2830 0.738 -0.198 0.355 -0.53
S -9.2900 -13.1795 14.2213 0.972 -1.808 -0.260 0.64
C -10.5379 -14.4100 14.7924 -0.095 0.888 -0.225 -0.97
O -8.0272 -13.9457 13.9711 -0.675 0.853 0.390 -0.48
H -11.3164 -12.7704 8.0898 -0.660 0.737 0.149 0.37
H -11.3820 -11.0282 8.5036 -0.430 0.111 -0.058 0.36
H -12.8400 -12.1143 8.8904 1.126 0.397 -0.196 0.37
H -9.7952 -13.9894 9.4546 -0.195 0.356 0.391 0.36
H -8.7249 -14.3773 11.7270 -1.396 1.461 -0.454 0.36
H -11.2623 -11.2719 13.4095 0.184 -0.068 -0.215 0.48
H -12.0173 -10.6928 11.1468 -0.638 0.173 -0.003 0.47
H -11.5036 -13.9398 14.6167 -0.146 -0.185 0.147 0.48
H -10.3581 -14.5539 15.8440 0.090 -0.161 0.330 0.33
H -10.4075 -15.3091 14.1983 0.101 -0.006 -0.041 0.33
```
Positions in Å, forces in eV/Å.

(3)
Below is a structure of composition CHO5S at a distorted geometry, with properties calculated with ωB97M-V/def2-TZVPD.

**HOMO-LUMO gap**: 8.92 eV
**Total charge**: -1
**E_HOMO**: -5.463 eV
**Lowest unoccupied orbital energy**: 3.46 eV
**Energy above the lowest of the compared OMol25 structures with the same formula, charge and spin**: 120.3 kJ/mol
**F_max**: 1.7 eV/Å
**Electronic energy**: -813.1609 Eh

Geometry as XYZ:
```
8
Properties=species:S:1:pos:R:3:forces:R:3:mulliken_charge:R:1
C -0.5509 -0.9678 0.0904 -0.326 1.606 -0.006 0.16
O 3.5581 -1.3147 0.0243 -0.730 -0.023 -0.021 -0.50
O 0.7196 -1.2062 0.0766 0.354 -0.913 0.007 -0.53
O 2.6210 0.5991 1.2387 -0.275 -0.420 -0.243 -0.51
O 2.5783 0.5707 -1.2074 -0.266 -0.417 0.201 -0.51
O -1.5401 -1.7130 0.1299 1.656 0.038 -0.042 -0.60
S 2.7138 -0.1577 0.0217 -0.521 0.502 0.108 1.30
H -0.7766 0.1415 0.0648 0.108 -0.372 -0.002 0.20
```
Positions in Å, forces in eV/Å.

> What is the formula in the third record?

CHO5S